[1]
Below is a 2-piece molecular cluster, H5OS2 overall in a non-equilibrium geometry, with properties calculated with wB97M-V/def2-TZVPD.

Geometry as XYZ:
```
8
Properties=species:S:1:pos:R:3
O 1.36791 -2.71752 0.77001
H 0.61864 -3.15251 0.37955
H 1.36958 -3.07973 1.66539
H 0.02656 1.07592 1.56674
S -1.21722 0.94976 -0.89664
S 0.35308 0.62541 0.32963
H -0.77947 1.97109 -1.66886
H 0.28670 -0.72673 0.50643
```

Calculated values
**Largest force on an atom**: 0.028 Eh/bohr
**Charge**: +1
**Energy above the lowest of the compared OMol25 structures with the same formula, charge and spin**: 3.8 kcal per mole
**E_HOMO**: -15.85 eV
**DFT total energy**: -874.28676 Eh

[2]
Below is a 2-piece molecular cluster, C4H14N2O overall in a non-equilibrium geometry, with properties calculated with wB97M-V/def2-TZVPD.

Geometry as XYZ:
```
21
Properties=species:S:1:pos:R:3
C 2.92451 -0.04722 0.22792
C 1.42970 0.10458 0.16865
C 1.12049 1.10316 -0.99701
N 0.66233 -1.03035 0.26040
C 0.44893 -1.85917 1.44978
N -0.61125 -1.32405 2.53186
H 3.50328 0.77789 0.71081
H 3.32312 -0.28774 -0.79396
H 3.12005 -0.83534 0.87921
H 1.11537 0.69212 0.99882
H 0.21670 1.50873 -0.59972
H 0.99950 0.91755 -2.03456
H 1.80139 1.87712 -0.96732
H -0.13609 -1.05176 -0.23737
H 1.38148 -2.15611 1.94653
H 0.07929 -2.89418 1.32163
H -1.26133 -0.77845 1.98333
H -0.23489 -0.54227 3.04791
H -5.28771 1.50280 -3.14895
H -5.65507 2.90788 -3.03544
O -4.85805 2.37931 -3.08909
```

Calculated values
**Largest force on an atom**: 0.097 Eh/bohr
**Energy above the lowest of the compared OMol25 structures with the same formula, charge and spin**: 65.5 kcal per mole
**E_HOMO**: -8.49 eV
**DFT total energy**: -345.47183 Eh

[3]
Below is C37H28AsBCuF4N5O2Se as an isolated structure in a non-equilibrium geometry, with properties calculated with wB97M-V/def2-TZVPD.

Geometry as XYZ:
```
80
Properties=species:S:1:pos:R:3
Cu 1.30809 -2.10066 0.22749
O 2.89637 -1.89766 3.72455
C 2.60964 -1.79981 2.54439
O 1.43816 -1.60477 2.04855
C 3.72622 -1.82757 1.50616
C 5.06222 -1.88602 1.85919
C 6.01391 -1.75571 0.86074
C 5.59673 -1.58213 -0.45187
C 4.23958 -1.57874 -0.73027
N 3.33568 -1.69360 0.23556
H 5.31839 -2.02392 2.89935
H 7.06972 -1.77895 1.09863
H 6.31207 -1.45197 -1.25173
H 3.85950 -1.47690 -1.73997
F 2.44101 -1.54003 -3.91972
B 1.49351 -2.21587 -3.15847
F 1.85988 -3.53845 -2.95591
F 0.22292 -2.12610 -3.72725
F 1.43766 -1.56622 -1.85316
C 0.07648 5.78796 0.80457
C -0.79615 4.80450 1.24082
C -0.46011 3.46479 1.09279
C 0.74623 3.09406 0.50972
C 1.61339 4.09056 0.07346
C 1.28320 5.42761 0.21848
As 1.19073 1.16306 0.29870
C 1.39244 1.38352 -1.63840
C 2.51312 1.69041 -2.39569
C 2.42049 1.83943 -3.77213
C 1.20083 1.70149 -4.41053
C 0.07113 1.39363 -3.66609
C 0.17166 1.23676 -2.29613
C 2.88750 1.40929 1.25749
C 2.71852 1.33002 2.64052
C 3.78922 1.43347 3.51085
C 5.06408 1.65367 3.00925
C 5.24500 1.77011 1.64028
C 4.16987 1.63553 0.77267
H -0.17666 6.83394 0.92453
H -1.73676 5.08022 1.70132
H -1.13721 2.68895 1.43511
H 2.55687 3.81683 -0.38507
H 1.96916 6.19387 -0.12163
H 3.48502 1.79214 -1.93259
H 3.31162 2.05425 -4.34844
H 1.13170 1.80805 -5.48528
H -0.88417 1.25547 -4.15567
H -0.70823 0.97439 -1.71434
H 1.72448 1.14794 3.03619
H 3.62722 1.32047 4.57419
H 5.90819 1.73246 3.68302
H 6.23414 1.96635 1.24319
H 4.36253 1.69597 -0.28940
N -5.81997 -2.01865 -0.79064
C -7.12231 -1.80160 -0.42059
C -8.33674 -2.08672 -1.03200
C -9.47993 -1.71302 -0.35277
C -9.41422 -1.08138 0.89599
C -8.20740 -0.79710 1.50330
C -7.03943 -1.15944 0.83350
N -5.72012 -1.00218 1.18659
C -5.02272 -1.52044 0.21108
C -3.56360 -1.55973 0.15771
C -2.87454 -2.07040 -0.93860
C -1.49161 -2.04970 -0.93598
N -0.79335 -1.55429 0.08061
C -1.44180 -1.08063 1.14397
C -2.81910 -1.05798 1.22452
H -5.50619 -2.47369 -1.62822
H -8.38743 -2.58081 -1.99367
H -10.44928 -1.91282 -0.79027
H -10.33727 -0.81457 1.39426
H -8.16105 -0.31368 2.46925
H -3.38548 -2.47439 -1.80133
H -0.92825 -2.42620 -1.77980
H -0.80901 -0.72055 1.94506
H -3.33572 -0.66006 2.08519
Se -1.40462 -5.63801 1.59474
C -0.11242 -4.64906 0.95712
N 0.75677 -4.00899 0.50895
```

Calculated values
**Largest force on an atom**: 0.025 Eh/bohr
**Spin multiplicity**: 2
**Charge**: -1
**Energy above the lowest of the compared OMol25 structures with the same formula, charge and spin**: 35.2 kcal per mole
**<S²>**: 0.752
**E_HOMO (spin up / spin down)**: -4.89 / -4.89 eV
**DFT total energy**: -8553.42900 Eh

[4]
Below is an isolated ion of composition CH2OPS and charge -1 in a non-equilibrium geometry, with properties calculated with wB97M-V/def2-TZVPD.

Geometry as XYZ:
```
6
Properties=species:S:1:pos:R:3
C 0.95627 -0.85888 0.35085
O 1.97468 -1.26070 -0.06092
P -0.36113 0.25704 -0.27964
S -0.13663 1.63622 0.96757
H -1.19376 -0.66648 0.14871
H -1.23943 0.89280 -1.12657
```

Calculated values
**Largest force on an atom**: 0.090 Eh/bohr
**Charge**: -1
**Energy above the lowest of the compared OMol25 structures with the same formula, charge and spin**: 45.2 kcal per mole
**E_HOMO**: -2.32 eV
**DFT total energy**: -854.04790 Eh

Q: Which value of DFT total energy does entry 2 give?
A: -345.47183 Eh

Q: The lowest largest force on an atom belongs to which entry?
A: C37H28AsBCuF4N5O2Se